(1)
The molecule C5H4N2 at a distorted geometry. Source: the Open Molecules 2025 dataset; level of theory: wB97M-V/def2-TZVPD.

Properties
total charge	0
E_tot	-8224.971	eV
2S+1	1
HOMO	-9.3	eV
frontier orbital gap	9.2	eV
energy above the lowest of the compared OMol25 structures with the same formula, charge and spin	4.523	eV

Last column: natural (NBO) charge in e.
Positions of all 11 atoms, in Å:
C: 2.91 -0.98 0.52  0.2255
C: 1.77 -0.42 0.27  -0.6103
C: 0.36 -0.10 0.33  -0.1782
C: -0.80 -0.83 0.39  -0.0233
N: -1.75 -0.03 -0.15  -0.3229
N: -1.30 1.17 -0.55  -0.2405
C: -0.03 1.14 -0.24  -0.0439
H: 1.97 0.13 -0.67  0.3362
H: -1.02 -1.83 0.75  0.2314
H: -2.73 -0.23 -0.27  0.4119
H: 0.63 1.99 -0.39  0.2140

***

(2)
C15H14N13O5SV as an isolated structure at a distorted geometry. Source: the Open Molecules 2025 dataset; level of theory: wB97M-V/def2-TZVPD.

Properties
total charge	-1
E_tot	-81916.660	eV
2S+1	2
HOMO (spin up / spin down)	-5.7 / -5.7	eV
frontier orbital gap (spin up / spin down)	6.5 / 7.2	eV
energy above the lowest of the compared OMol25 structures with the same formula, charge and spin	1.103	eV

Last column: natural (NBO) charge in e.
Positions of all 49 atoms, in Å:
V: 0.58 -0.39 0.21  1.3162
O: 1.03 0.58 1.69  -0.6802
C: 0.44 0.60 2.92  -0.0754
C: -0.86 1.47 2.97  -0.2350
N: -1.98 0.99 2.23  -0.4445
C: -2.50 -0.30 2.55  -0.3289
C: -1.82 -1.53 1.82  0.8067
O: -2.24 -2.64 2.08  -0.6394
O: -0.87 -1.23 1.04  -0.6790
C: -2.28 1.51 0.92  -0.3112
C: -1.67 0.73 -0.29  0.7950
O: -2.38 0.05 -1.01  -0.6230
O: -0.43 0.93 -0.49  -0.6590
H: 1.00 2.10 1.06  0.4549
H: 0.21 -0.42 3.25  0.1677
H: 1.16 1.05 3.64  0.1747
H: -1.14 1.51 4.03  0.1845
H: -0.62 2.49 2.65  0.2226
H: -2.39 -0.48 3.62  0.2147
H: -3.56 -0.34 2.29  0.2161
H: -3.37 1.46 0.78  0.2038
H: -1.96 2.55 0.86  0.2298
N: 2.62 2.83 -1.10  -0.5902
C: 2.76 1.47 -1.33  0.4582
N: 3.67 1.08 -2.22  -0.3712
N: 3.57 -0.23 -2.26  -0.0782
N: 2.66 -0.64 -1.46  -0.1134
N: 2.11 0.41 -0.82  -0.4194
C: 1.65 3.50 -0.44  0.4827
N: 1.29 4.75 -0.67  -0.3645
N: 0.37 5.03 0.24  -0.0695
N: 0.14 4.04 1.00  -0.1068
N: 0.95 3.04 0.62  -0.3984
H: 3.13 3.39 -1.78  0.4310
S: 3.51 -3.31 2.04  -0.0840
C: 2.47 -2.40 1.27  0.2756
N: 1.68 -1.74 0.71  -0.5848
N: -1.44 -6.01 -2.37  -0.3015
C: -1.13 -4.91 -2.38  0.2825
C: -0.76 -3.55 -2.48  -0.2222
C: -0.89 -2.90 -3.71  -0.0801
C: -0.54 -1.57 -3.78  -0.2560
C: -0.08 -0.93 -2.64  0.1498
N: 0.06 -1.55 -1.47  -0.4302
C: -0.27 -2.83 -1.39  0.1500
H: -1.26 -3.44 -4.57  0.2266
H: -0.63 -1.03 -4.71  0.2292
H: 0.18 0.11 -2.67  0.2290
H: -0.16 -3.31 -0.42  0.2446

***

(3)
A 3-piece molecular cluster, C17H39NO8P3S overall at a distorted geometry. Source: the Open Molecules 2025 dataset; level of theory: wB97M-V/def2-TZVPD.

Properties
total charge	+1
E_tot	-74823.426	eV
2S+1	1
HOMO	-11.0	eV
frontier orbital gap	7.0	eV
energy above the lowest of the compared OMol25 structures with the same formula, charge and spin	0.000	eV

Last column: natural (NBO) charge in e.
Positions of all 69 atoms, in Å:
C: -2.82 -1.77 6.68  -0.6554
C: -3.05 -0.62 5.75  0.0449
C: -4.44 -0.02 5.77  -0.6487
C: -2.11 -0.12 4.94  -0.2300
C: -0.68 -0.57 4.87  -0.4163
C: -0.49 -1.85 4.02  -0.4210
C: -0.19 -1.52 2.54  -0.2405
C: -1.45 -1.48 1.66  -0.6014
C: 0.89 -2.43 1.86  -0.3936
C: 1.02 -3.85 2.44  -0.7711
P: -0.46 -4.80 2.55  1.3354
N: -0.28 -5.93 3.75  -0.8261
C: -1.10 -6.85 3.86  0.1993
S: -2.11 -8.00 3.95  0.3218
H: -3.21 -1.58 7.68  0.2285
H: -3.31 -2.67 6.29  0.2127
H: -1.76 -2.02 6.77  0.2050
H: -4.40 1.00 6.14  0.2314
H: -4.85 0.01 4.76  0.2215
H: -5.12 -0.61 6.38  0.2137
H: -2.43 0.66 4.25  0.2032
H: -0.08 0.24 4.45  0.2185
H: -0.35 -0.77 5.89  0.2145
H: -1.45 -2.36 4.08  0.1978
H: 0.30 -2.43 4.49  0.1972
H: 0.20 -0.51 2.51  0.2437
H: -1.13 -1.42 0.62  0.2243
H: -2.09 -2.35 1.80  0.1676
H: -2.03 -0.59 1.90  0.2421
H: 1.86 -1.95 2.01  0.2408
H: 0.73 -2.42 0.79  0.2254
H: 1.52 -3.84 3.41  0.2887
H: 1.68 -4.42 1.78  0.2787
H: -1.58 -4.05 2.86  0.0303
H: -0.69 -5.51 1.37  0.0141
C: 0.62 3.63 -2.03  -0.2300
O: 1.65 2.62 -1.96  -0.8150
P: 1.84 1.88 -0.51  2.3649
O: 0.41 1.50 -0.27  -1.0149
O: 2.29 3.30 0.18  -0.7994
C: 3.30 4.16 -0.34  -0.2562
O: 2.29 1.10 0.94  -0.6806
C: 3.66 0.68 1.07  -0.2781
H: -0.10 3.33 -2.78  0.2115
H: 0.13 3.78 -1.08  0.1993
H: 1.09 4.56 -2.36  0.1883
H: 2.87 5.15 -0.50  0.1944
H: 3.71 3.80 -1.29  0.1895
H: 4.10 4.24 0.39  0.1830
H: 4.34 1.53 1.06  0.1843
H: 3.92 -0.01 0.26  0.1695
H: 3.77 0.16 2.02  0.1919
C: -1.22 3.71 -8.19  -0.2396
O: -1.08 2.49 -7.43  -0.8274
P: 0.30 2.34 -6.61  2.5062
O: 0.39 3.58 -5.83  -1.0798
O: 1.25 2.27 -7.94  -0.8309
C: 0.93 1.53 -9.12  -0.2549
O: 1.32 1.37 -5.79  -0.7238
C: 1.24 -0.06 -5.83  -0.2607
H: -2.09 4.23 -7.81  0.2008
H: -0.34 4.34 -8.11  0.2131
H: -1.39 3.43 -9.23  0.1846
H: 0.94 2.21 -9.97  0.1887
H: -0.05 1.06 -9.06  0.1835
H: 1.69 0.77 -9.27  0.1824
H: 1.41 -0.43 -6.84  0.1799
H: 0.27 -0.42 -5.46  0.1804
H: 2.02 -0.44 -5.17  0.1982

***

(4)
A 5-piece molecular cluster, H12NO4 overall at a distorted geometry. Source: the Open Molecules 2025 dataset; level of theory: wB97M-V/def2-TZVPD.

Properties
total charge	+2
E_tot	-9853.821	eV
2S+1	2
HOMO (spin up / spin down)	-18.8 / -18.7	eV
frontier orbital gap (spin up / spin down)	11.6 / 2.9	eV
energy above the lowest of the compared OMol25 structures with the same formula, charge and spin	0.347	eV

Last column: natural (NBO) charge in e.
Positions of all 17 atoms, in Å:
N: 0.70 0.20 -0.32  -0.8868
H: 0.32 1.05 0.15  0.4639
H: 0.52 -0.65 0.20  0.4406
H: 0.23 0.08 -1.24  0.4676
H: 1.71 0.18 -0.54  0.4727
H: -2.57 -0.52 2.27  0.5197
H: -2.98 0.89 1.94  0.5191
O: -2.20 0.30 1.87  -0.5282
H: -0.36 -3.13 -0.23  0.5109
H: 0.45 -3.51 1.07  0.5240
O: 0.36 -2.82 0.39  -0.7208
H: 0.75 -0.62 -3.42  0.5002
H: 2.16 0.08 -3.36  0.5180
O: 1.46 -0.34 -2.84  -1.0004
H: -0.75 2.57 1.67  0.4901
H: 0.23 3.54 1.12  0.5250
O: -0.21 2.70 0.88  -0.8155

***

(5)
C39H37BIN10OPSV as an isolated structure. Source: the Open Molecules 2025 dataset; level of theory: wB97M-V/def2-TZVPD.

Properties
total charge	+1
E_tot	-112579.007	eV
2S+1	3
HOMO (spin up / spin down)	-10.6 / -10.6	eV
frontier orbital gap (spin up / spin down)	8.1 / 8.3	eV
energy above the lowest of the compared OMol25 structures with the same formula, charge and spin	0.000	eV

Last column: natural (NBO) charge in e.
Positions of all 92 atoms, in Å:
V: 0.58 -0.40 -0.24  1.2667
C: -3.09 -2.82 -0.01  -0.3387
C: -2.12 -2.02 0.59  0.0218
N: -1.33 -1.46 -0.32  -0.4027
N: -1.81 -1.87 -1.54  -0.3446
C: -2.84 -2.70 -1.36  0.0133
B: -1.02 -1.45 -2.81  0.9475
N: -0.89 0.10 -2.78  -0.3382
C: -1.44 0.97 -3.63  0.0294
C: -1.26 2.25 -3.13  -0.3451
C: -0.59 2.06 -1.93  0.0243
N: -0.36 0.76 -1.72  -0.4253
N: 0.37 -2.12 -2.71  -0.3524
C: 0.83 -3.19 -3.38  0.0448
C: 1.91 -3.71 -2.71  -0.3289
C: 2.04 -2.91 -1.59  0.0191
N: 1.11 -1.96 -1.57  -0.4310
N: -1.73 -1.78 -4.10  -0.4008
C: -3.05 -1.86 -4.40  -0.0409
C: -3.18 -1.86 -5.76  -0.3315
C: -1.86 -1.74 -6.23  -0.0405
N: -1.00 -1.67 -5.24  -0.2927
H: -3.85 -3.41 0.47  0.2462
H: -1.94 -1.86 1.63  0.2433
H: -3.32 -3.19 -2.19  0.2339
H: -1.91 0.62 -4.53  0.2490
H: -1.58 3.18 -3.56  0.2487
H: -0.25 2.79 -1.22  0.2238
H: 0.37 -3.47 -4.31  0.2527
H: 2.52 -4.55 -3.00  0.2490
H: 2.77 -2.96 -0.80  0.2331
H: -3.81 -1.86 -3.64  0.2212
H: -4.09 -1.93 -6.33  0.2396
H: -1.51 -1.70 -7.25  0.2203
C: -0.89 5.94 0.81  -0.1796
C: 0.35 5.31 0.73  -0.2052
C: 0.44 3.95 0.93  -0.2166
C: -0.70 3.18 1.22  -0.3601
C: -1.92 3.82 1.31  -0.1423
C: -2.02 5.19 1.10  -0.2156
P: -0.41 1.40 1.48  0.9181
C: -1.94 0.78 2.23  -0.3780
C: -1.95 0.14 3.47  -0.1442
C: -3.13 -0.40 3.96  -0.2189
C: -4.30 -0.29 3.23  -0.1939
C: -4.30 0.35 2.00  -0.1901
C: -3.12 0.87 1.50  -0.2080
C: 0.86 1.42 2.75  -0.3839
C: 0.75 2.14 3.90  -0.1666
C: 1.79 2.11 4.86  -0.2171
C: 2.90 1.35 4.62  -0.1481
C: 3.04 0.60 3.42  -0.1231
C: 4.20 -0.18 3.18  -0.1407
C: 4.31 -0.87 2.02  -0.2221
C: 3.28 -0.81 1.05  -0.2306
C: 2.13 -0.09 1.20  -0.4443
C: 2.01 0.64 2.44  -0.0147
H: -0.97 7.00 0.65  0.2261
H: 1.24 5.89 0.52  0.2256
H: 1.42 3.47 0.90  0.2162
H: -2.82 3.27 1.55  0.2205
H: -2.98 5.68 1.17  0.2260
H: -1.04 0.06 4.05  0.2158
H: -3.12 -0.91 4.92  0.2266
H: -5.22 -0.71 3.63  0.2271
H: -5.21 0.43 1.43  0.2253
H: -3.12 1.33 0.51  0.2208
H: -0.13 2.75 4.09  0.2276
H: 1.70 2.68 5.77  0.2296
H: 3.70 1.31 5.34  0.2220
H: 4.98 -0.20 3.93  0.2137
H: 5.19 -1.47 1.82  0.2261
H: 3.46 -1.36 0.13  0.2340
C: 2.21 0.83 -3.39  -0.8239
S: 2.64 0.56 -1.68  1.3781
C: 3.11 2.20 -1.18  -0.8302
O: 3.88 -0.26 -1.72  -0.9533
H: 3.14 1.08 -3.89  0.2561
H: 1.47 1.61 -3.51  0.2455
H: 1.83 -0.12 -3.77  0.2624
H: 2.29 2.90 -1.35  0.2392
H: 3.98 2.47 -1.77  0.2575
H: 3.36 2.15 -0.12  0.2575
I: 1.72 -6.34 1.62  0.2208
C: 1.31 -4.37 1.98  -0.3114
C: 1.80 -3.57 2.99  -0.0322
N: 1.27 -2.35 2.81  -0.3103
N: 0.47 -2.29 1.73  -0.2901
C: 0.48 -3.52 1.23  -0.0431
H: 2.47 -3.78 3.81  0.2417
H: 1.48 -1.50 3.31  0.4306
H: -0.10 -3.76 0.36  0.2333

***

(6)
C17H24BrN4O2V as an isolated structure. Source: the Open Molecules 2025 dataset; level of theory: wB97M-V/def2-TZVPD.

Properties
total charge	+1
E_tot	-123799.077	eV
2S+1	4
HOMO (spin up / spin down)	-10.0 / -11.6	eV
frontier orbital gap (spin up / spin down)	7.7 / 9.0	eV
energy above the lowest of the compared OMol25 structures with the same formula, charge and spin	1.049	eV

Last column: natural (NBO) charge in e.
Positions of all 49 atoms, in Å:
V: 1.09 -0.44 -0.50  1.2212
N: 3.13 -0.05 0.24  -0.8740
C: 3.88 -1.26 0.68  -0.2303
C: 3.32 -2.50 0.00  -0.2319
N: 1.85 -2.50 0.14  -0.8485
H: 3.59 0.38 -0.56  0.3959
H: 3.19 0.68 0.93  0.4131
H: 3.76 -1.34 1.76  0.2050
H: 4.94 -1.17 0.47  0.2173
H: 3.78 -3.40 0.42  0.2103
H: 3.55 -2.47 -1.07  0.2001
H: 1.59 -2.61 1.12  0.3902
H: 1.44 -3.30 -0.33  0.3882
Br: 4.43 3.36 0.41  0.0392
C: 2.70 3.84 -0.23  0.1614
C: 2.34 5.18 -0.20  -0.2633
C: 1.09 5.51 -0.67  -0.1434
C: 0.25 4.50 -1.15  -0.1996
C: 0.73 3.20 -1.13  0.0803
N: 1.94 2.87 -0.67  -0.4637
C: -0.18 2.09 -1.66  0.7809
O: -1.27 2.36 -2.11  -0.6203
O: 0.32 0.90 -1.58  -0.8571
H: 3.03 5.92 0.17  0.2434
H: 0.76 6.54 -0.67  0.2334
H: -0.73 4.70 -1.54  0.2554
C: -4.17 -2.32 -0.73  -0.4175
N: -2.99 -1.72 -1.42  -0.3321
C: -1.88 -2.70 -1.52  -0.4186
C: -2.53 -0.39 -0.78  -0.2280
C: -1.98 -0.56 0.60  -0.1551
C: -2.89 -0.48 1.66  -0.1990
C: -2.46 -0.59 2.97  -0.2239
C: -1.11 -0.76 3.22  -0.2076
C: -0.23 -0.82 2.15  -0.1952
C: -0.60 -0.72 0.79  -0.4396
H: -4.48 -3.20 -1.30  0.2248
H: -4.96 -1.58 -0.71  0.2316
H: -3.87 -2.59 0.27  0.2420
H: -3.27 -1.47 -2.37  0.4252
H: -1.53 -2.91 -0.52  0.2419
H: -1.08 -2.25 -2.11  0.2293
H: -2.26 -3.60 -2.01  0.2237
H: -3.42 0.23 -0.81  0.2217
H: -1.80 0.01 -1.49  0.2611
H: -3.94 -0.29 1.46  0.2034
H: -3.17 -0.51 3.79  0.2240
H: -0.74 -0.83 4.23  0.2193
H: 0.83 -0.93 2.39  0.1655

***

Please write out number 1 again, unchanged.
The molecule C5H4N2 at a distorted geometry. Source: the Open Molecules 2025 dataset; level of theory: wB97M-V/def2-TZVPD.

Properties
total charge	0
E_tot	-8224.971	eV
2S+1	1
HOMO	-9.3	eV
frontier orbital gap	9.2	eV
energy above the lowest of the compared OMol25 structures with the same formula, charge and spin	4.523	eV

Last column: natural (NBO) charge in e.
Positions of all 11 atoms, in Å:
C: 2.91 -0.98 0.52  0.2255
C: 1.77 -0.42 0.27  -0.6103
C: 0.36 -0.10 0.33  -0.1782
C: -0.80 -0.83 0.39  -0.0233
N: -1.75 -0.03 -0.15  -0.3229
N: -1.30 1.17 -0.55  -0.2405
C: -0.03 1.14 -0.24  -0.0439
H: 1.97 0.13 -0.67  0.3362
H: -1.02 -1.83 0.75  0.2314
H: -2.73 -0.23 -0.27  0.4119
H: 0.63 1.99 -0.39  0.2140

***

Question: What is the total charge in the third record?
Answer: +1